# 1
Density functional theory data (ωB97M-V/def2-TZVPD) for a gas-phase ion, C11H20N3O6 (charge -1) in a non-equilibrium geometry.

XYZ file:
```
40
Properties=species:S:1:pos:R:3:lowdin_charge:R:1
C -0.6108 3.6895 -1.3145 -0.052
C 0.7131 3.0251 -1.5329 -0.380
C 1.2929 3.2210 -2.9337 -0.047
O 0.6090 1.5565 -1.3650 0.010
C 0.5926 1.1369 -0.0873 -0.497
O 0.4641 1.8454 0.8929 0.094
N 0.7941 -0.2819 -0.0677 -0.090
N 0.3902 -0.9078 1.0419 0.047
C -0.9758 -0.8000 1.1490 -0.604
O -1.7552 -0.2679 0.3655 0.025
O -1.3010 -1.3849 2.3294 -0.023
C -2.7306 -1.6646 2.4659 -0.427
C -2.9382 -1.7293 3.9688 -0.068
C -3.1184 -2.9628 1.7999 -0.056
C 1.9027 -0.8672 -0.7121 -0.371
C 3.1789 -0.0492 -0.6397 0.008
C 2.0736 -2.3318 -0.3527 -0.018
N 1.3601 -0.8159 -2.2542 -0.300
O 0.5162 -1.6523 -2.5503 0.054
O 1.8510 0.0056 -3.0267 0.004
H -0.4643 4.7623 -1.4722 0.080
H -1.3798 3.3230 -2.0104 0.092
H -0.9858 3.5482 -0.2979 0.081
H 1.4209 3.3862 -0.7700 0.143
H 1.6755 4.2393 -3.1240 0.078
H 2.1260 2.5349 -3.1240 0.068
H 0.5109 3.0139 -3.6743 0.083
H -3.2999 -0.8218 2.0485 0.136
H -3.9740 -1.9965 4.1928 0.068
H -2.2586 -2.4560 4.4386 0.082
H -2.7404 -0.7486 4.4193 0.078
H -4.1391 -3.2450 2.0805 0.072
H -3.1118 -2.8666 0.7114 0.080
H -2.4324 -3.7605 2.1150 0.086
H 4.0229 -0.7026 -0.4348 0.072
H 3.3338 0.3960 -1.6169 0.068
H 3.1111 0.7245 0.1258 0.096
H 2.9394 -2.5194 0.2701 0.076
H 1.1954 -2.6486 0.2030 0.073
H 2.1418 -2.9273 -1.2571 0.078
```

Output
- Molecular weight: 290.30 Da
- Orbital gap: 6.45 eV
- HOMO: -3.15 eV
- E_LUMO: 3.30 eV
- Charge: -1
- Structure (SMILES): CC(C)OC(=O)N(/N=C(\[O-])OC(C)C)C(C)(C)[N+](=O)[O-]


# 2
Density functional theory data (ωB97M-V/def2-TZVPD) for a molecular structure, C24H36Ge2IrN4S4Sb in a non-equilibrium geometry.

XYZ file:
```
72
Properties=species:S:1:pos:R:3:lowdin_charge:R:1
Ir 1.0947 -1.5287 0.1579 0.490
S 4.3830 0.3276 3.1742 -0.098
Sb 3.5660 -1.6346 2.3325 -0.122
S 3.4848 -1.6834 -0.0776 0.082
S 1.1423 -1.6579 2.5573 0.097
S 4.4319 -3.6132 3.0968 -0.199
C -3.5473 -0.5868 0.7536 -0.050
C -2.0076 -0.6848 0.7206 -0.206
N -1.5794 -1.6453 -0.3059 -0.197
C -2.2318 -2.9335 -0.0789 -0.137
C -3.7608 -2.7952 -0.2872 -0.046
N -4.0693 -1.3373 -0.4333 -0.079
C -3.4464 -0.8176 -1.6925 -0.038
C -1.9340 -1.1351 -1.6325 -0.120
H -3.8802 0.4476 0.6893 0.130
H -3.9673 -1.0406 1.6500 0.144
H -1.6170 -1.0024 1.6869 0.089
H -1.5693 0.2828 0.4821 0.035
H -2.0020 -3.2617 0.9340 0.127
H -1.8181 -3.6631 -0.7721 0.118
H -4.3294 -3.1932 0.5511 0.140
H -4.0924 -3.2996 -1.1936 0.139
H -5.0790 -1.2141 -0.4836 0.194
H -3.6316 0.2543 -1.7551 0.133
H -3.9334 -1.2962 -2.5405 0.139
H -1.3500 -0.2393 -1.8329 0.075
H -1.6624 -1.8839 -2.3772 0.139
C 0.1293 4.2278 1.7532 -0.220
Ge 0.0444 2.2690 2.0519 0.734
C -1.8863 1.8931 2.4384 -0.247
C 0.9497 1.8552 3.7503 -0.256
Ge 0.9512 0.9268 0.0610 0.751
C 2.7130 1.7935 -0.2111 -0.377
C 3.2650 2.6440 0.7393 -0.164
C 4.5287 3.1913 0.5588 -0.078
C 5.2620 2.8821 -0.5730 -0.072
C 4.7317 2.0202 -1.5241 -0.079
C 3.4713 1.4803 -1.3397 -0.177
C -0.1297 1.5978 -1.4762 -0.369
C 0.2127 1.2256 -2.7803 -0.139
C -0.5147 1.6749 -3.8724 -0.071
C -1.6228 2.4892 -3.6785 -0.077
C -1.9970 2.8460 -2.3902 -0.081
C -1.2543 2.4024 -1.3036 -0.137
H -0.2167 4.6934 2.6773 0.026
H -0.5223 4.5420 0.9383 0.011
H 1.1357 4.5817 1.5411 0.014
H -2.1829 2.5594 3.2498 0.031
H -2.0340 0.8675 2.7808 0.007
H -2.5491 2.0915 1.5928 -0.002
H 0.4814 2.4647 4.5270 0.027
H 2.0144 2.0747 3.7265 -0.021
H 0.8302 0.8073 4.0161 -0.025
H 2.7152 2.8803 1.6397 0.049
H 4.9385 3.8476 1.3150 0.111
H 6.2498 3.3017 -0.7103 0.108
H 5.3029 1.7637 -2.4075 0.106
H 3.0788 0.7901 -2.0775 0.069
H 1.0684 0.5778 -2.9370 0.091
H -0.2134 1.3981 -4.8749 0.110
H -2.1866 2.8524 -4.5278 0.108
H -2.8577 3.4841 -2.2319 0.108
H -1.5370 2.7081 -0.3019 0.060
N 1.6659 -5.5604 -1.0138 0.098
C 1.1870 -5.7399 0.2600 -0.043
C 0.6501 -4.5481 0.6246 -0.164
N 0.7947 -3.6460 -0.4137 -0.128
C 1.4208 -4.2950 -1.3799 -0.185
H 2.1437 -6.2572 -1.5605 0.170
H 1.2741 -6.6700 0.7917 0.130
H 0.1946 -4.2759 1.5598 0.079
H 1.7055 -3.8774 -2.3309 0.135
```

Output
- Molecular weight: 968.05 Da
- ΔE to the lowest compared entry with this formula, charge and spin: 155.4 kJ/mol
- Orbital gap (alpha / beta): 4.66 / 4.29 eV
- HOMO (alpha / beta): -9.23 / -9.21 eV
- E_LUMO (alpha / beta): -4.57 / -4.92 eV
- 2S+1: 2
- ⟨S²⟩: 0.764
- Charge: +1


# 3
Density functional theory data (ωB97M-V/def2-TZVPD) for C5H6N2O in the gas phase in a non-equilibrium geometry.

XYZ file:
```
14
Properties=species:S:1:pos:R:3:lowdin_charge:R:1
O -2.2202 -1.1297 -0.1869 -0.099
C -2.2536 0.1547 0.1172 -0.241
C -1.2112 0.9784 -0.0797 -0.099
C -0.0322 0.4129 0.0622 -0.309
C 1.2854 1.0045 -0.1780 0.016
C 2.1672 -0.0411 0.0808 -0.024
N 1.3326 -1.2552 0.1998 0.026
N 0.0947 -0.8768 -0.1601 0.046
H -3.1492 0.5702 0.7495 0.146
H -1.6467 1.9103 0.1505 0.096
H 1.6404 2.0745 -0.3403 0.130
H 3.1834 -0.2753 -0.1275 0.094
H 1.6941 -2.0944 -0.1122 0.109
H -0.8847 -1.4330 -0.1752 0.109
```

Output
- Molecular weight: 110.12 Da
- ΔE to the lowest compared entry with this formula, charge and spin: 337.0 kJ/mol
- Orbital gap: 8.58 eV
- HOMO: -7.89 eV
- E_LUMO: 0.69 eV
- Structure (SMILES): O=C/C=C1/C=CNN1